Formula: C49H40Br2N5O4Ti
Source: OMol25
Level of theory: ωB97M-V/def2-TZVPD

The geometry in ORCA input format:
```
! wB97M-V def2-TZVPD RIJCOSX def2/J DEFGRID3
* xyz 1 1
Ti -0.25424 -0.53512 -0.30772
Br -3.29252 -6.57474 2.15240
C -2.36391 -5.22885 1.21695
C -2.61323 -5.03347 -0.14100
C -1.94218 -4.05455 -0.84731
C -1.02844 -3.23550 -0.18827
O -0.37653 -2.28383 -0.87132
C -0.77466 -3.42755 1.17647
C 0.25202 -2.66232 1.85162
N 0.63177 -1.48691 1.51325
C 1.82577 -1.02024 2.16769
C 1.78674 -0.29763 3.32454
C 2.98077 0.18682 3.90195
C 4.18107 -0.05511 3.29862
C 4.24688 -0.81467 2.10735
C 5.46408 -1.08965 1.43394
C 5.43865 -1.83472 0.29541
C 4.19732 -2.34201 -0.16041
N 3.05265 -2.11423 0.42569
C 3.06523 -1.33263 1.53952
C -1.43052 -4.45424 1.86777
H -3.33432 -5.66371 -0.64466
H -2.11336 -3.91057 -1.90477
H 0.77765 -3.16474 2.66509
H 0.83399 -0.07713 3.79161
H 2.93209 0.75719 4.81958
H 5.10275 0.32152 3.72499
H 6.39432 -0.70509 1.83445
H 6.34091 -2.05203 -0.26000
H 4.17349 -2.96876 -1.04670
H -1.20141 -4.63468 2.91141
O -5.08786 0.97921 -3.20871
C -3.95278 0.81861 -3.94792
C -4.12630 0.63782 -5.31691
C -3.02423 0.50531 -6.13867
C -1.73675 0.55472 -5.61212
C -1.57208 0.71293 -4.25009
C -2.67235 0.83265 -3.40175
C -2.44258 0.96656 -1.92122
O -1.36073 0.16497 -1.50762
N -2.21460 2.34927 -1.57462
N -1.58918 2.48238 -0.37490
C -1.12903 3.61392 -0.02737
C -0.40769 3.72330 1.23403
Br 0.27976 2.08633 1.91551
C -0.13752 4.84623 1.90091
C -0.67505 6.17224 1.55800
C 0.14529 7.29457 1.68615
C -0.33372 8.55293 1.36346
C -1.64377 8.70915 0.92899
C -2.47639 7.60494 0.82764
C -1.99658 6.34220 1.14304
H -4.87791 1.27536 -2.31787
H -5.13190 0.61976 -5.71497
H -3.16742 0.37116 -7.20304
H -0.87460 0.45900 -6.25813
H -0.57699 0.72805 -3.81928
H -3.29276 0.58145 -1.35016
H -1.84018 2.90350 -2.33664
H -1.21952 4.51659 -0.63210
H 0.52595 4.79284 2.75784
H 1.16543 7.17351 2.03132
H 0.31417 9.41487 1.45408
H -2.01961 9.69367 0.68285
H -3.50477 7.72837 0.51327
H -2.65857 5.48516 1.09696
C -2.18150 3.59653 5.90264
C -2.36553 2.44192 4.96296
C -1.97125 1.15683 5.31689
C -2.10668 0.09158 4.43782
C -1.68526 -1.29176 4.87146
C -2.60419 0.35163 3.14758
C -2.42920 -0.72291 2.18283
O -1.99168 -0.56154 1.04518
C -3.09374 1.62445 2.79440
C -3.89323 1.86394 1.54627
C -2.95820 2.64455 3.71782
H -1.88305 3.26159 6.89475
H -3.10359 4.17125 5.99691
H -1.41371 4.27793 5.52790
H -1.55046 0.98071 6.30051
H -1.34869 -1.27208 5.90654
H -0.86746 -1.69783 4.27152
H -2.51382 -2.00078 4.81352
H -2.61469 -1.75493 2.50911
H -3.54990 1.26042 0.71433
H -4.94037 1.62084 1.74360
H -3.84567 2.91066 1.24841
H -3.33351 3.63211 3.46891
N 6.22961 0.46309 -3.72096
C 5.21487 0.41713 -3.18287
C 3.94295 0.35119 -2.51617
C 3.76310 1.00013 -1.29750
C 2.55592 0.87806 -0.63037
C 1.51850 0.11677 -1.16736
C 1.70068 -0.49621 -2.40989
C 2.90861 -0.38861 -3.08343
H 4.57180 1.58373 -0.87696
H 2.43964 1.37396 0.32396
H 0.91071 -1.08646 -2.86047
H 3.05646 -0.87884 -4.03643
*
```

Calculated values
**Energy above the lowest of the compared OMol25 structures with the same formula, charge and spin**: 125.81 kJ/mol
**M**: 970.6 g mol⁻¹
**Gap between HOMO and LUMO**: 7.2 eV
**Strongest force on any atom**: 1.12 eV/Å
**LUMO energy**: -3.59 eV

Here are the Mulliken charges for atoms 1 to 99, given in e: -0.06, -0.16, -0.34, -0.46, -0.64, 0.05, -0.44, -0.26, -0.08, 1.96, -1.41, 0.03, -1.00, -1.03, 1.17, -0.90, -0.61, -0.54, -0.25, 0.72, -0.32, 0.45, 0.59, 0.56, 0.55, 0.47, 0.45, 0.46, 0.46, 0.46, 0.54, -0.64, 0.61, -0.74, -0.42, -0.94, -0.46, 0.36, -0.50, -0.01, -0.40, 0.69, -1.37, 0.76, 0.03, -0.93, 0.32, -0.47, -0.60, -0.43, -0.85, 0.00, 0.37, 0.47, 0.39, 0.44, 0.42, 0.31, 0.43, 0.66, 0.52, 0.44, 0.39, 0.40, 0.41, 0.45, -1.49, 0.42, -0.98, 0.81, -1.58, 1.03, -0.83, -0.41, 0.95, -1.23, -0.62, 0.38, 0.39, 0.27, 0.36, 0.41, 0.23, 0.42, 0.61, -0.24, 0.48, 0.21, 0.41, -0.52, -0.25, 0.56, -0.90, 0.28, 1.30, -0.55, -1.23, 0.50, 0.25


Formula: C51H47F9N2P3SSc
Source: OMol25
Level of theory: ωB97M-V/def2-TZVPD

The geometry in ORCA input format:
```
! wB97M-V def2-TZVPD RIJCOSX def2/J DEFGRID3
* xyz 2 1
Sc -1.28523 -0.59818 0.60274
C -1.39926 2.74286 -2.21334
P -1.34983 1.33471 -1.02649
C 0.46978 1.26106 -1.13696
C 1.28857 2.34050 -0.73553
C 2.66588 2.29941 -0.88331
C 3.26553 1.17969 -1.44526
C 2.47813 0.09903 -1.85708
C 1.08577 0.13573 -1.70062
C -2.25622 2.30358 0.21297
C -1.71403 3.46359 0.79821
C -2.43210 4.20608 1.72515
C -3.71426 3.80788 2.08394
C -4.27439 2.66143 1.51002
C -3.54613 1.90816 0.57785
P -2.29667 2.32730 -3.79632
C -1.56586 3.72115 -4.81297
C -1.74540 3.69326 -6.20390
C -1.16764 4.68057 -7.01109
C -0.39827 5.69751 -6.43923
C -0.22042 5.74335 -5.06190
C -0.80632 4.78066 -4.25401
C -1.19272 0.93859 -4.35283
C 0.05289 1.16369 -4.96924
C 0.84704 0.08755 -5.37080
C 0.41478 -1.22218 -5.15502
C -0.81586 -1.45772 -4.53666
C -1.61778 -0.38225 -4.13931
H -0.37244 2.97912 -2.51797
H -1.89491 3.64200 -1.81408
H 0.90056 3.24409 -0.33699
H 3.25761 3.15145 -0.57232
H 4.33762 1.16178 -1.56783
H 2.94673 -0.76217 -2.30749
H 0.48588 -0.69780 -2.03704
H -0.75446 3.84280 0.55828
H -1.98478 5.09633 2.15372
H -4.26942 4.39565 2.80242
H -5.27567 2.36000 1.78435
H -3.99394 1.02879 0.13419
H -2.32158 2.89957 -6.66329
H -1.30594 4.65272 -8.08219
H 0.06178 6.45445 -7.05729
H 0.37680 6.52302 -4.60600
H -0.62211 4.90374 -3.20194
H 0.42409 2.16156 -5.14531
H 1.80038 0.27219 -5.84857
H 1.03486 -2.05286 -5.46475
H -1.14743 -2.47360 -4.36432
H -2.56819 -0.57905 -3.65912
F 6.42777 -0.43911 5.65612
C 6.03020 0.71603 5.00763
F 5.88671 1.72951 5.93777
F 7.01856 1.07900 4.10878
C 4.71024 0.47584 4.31919
C 3.59493 0.09413 5.08150
C 2.36082 -0.13896 4.46844
C 2.22031 0.00896 3.07701
C 3.33352 0.38653 2.31661
C 4.56783 0.61976 2.92808
P 0.66127 -0.29019 2.20421
C -0.16880 1.13096 2.95069
C -0.32960 2.29570 2.19029
C -0.96958 3.41533 2.73306
C -1.46240 3.38453 4.05026
C -1.30535 2.21368 4.80722
C -0.66686 1.09606 4.26306
C -2.15501 4.57373 4.66735
F -2.22747 5.63887 3.78633
F -1.45920 4.97894 5.79195
F -3.43997 4.21884 5.03614
C 0.53646 -1.98602 2.81231
C -0.55485 -2.38013 3.59816
C -0.63524 -3.68504 4.09471
C 0.37420 -4.62038 3.80407
C 1.45733 -4.22618 3.00197
C 1.53756 -2.92100 2.50963
C 0.32244 -6.03186 4.33347
F 0.30426 -6.92162 3.27504
F 1.44344 -6.27371 5.10679
F -0.80253 -6.24721 5.11089
H 3.68333 -0.02790 6.15436
H 1.53028 -0.44568 5.08397
H 3.24583 0.49998 1.24308
H 5.40637 0.90967 2.30858
H 0.04309 2.33883 1.17489
H -1.07581 4.30088 2.12031
H -1.67995 2.16546 5.82265
H -0.57174 0.21378 4.87501
H -1.34422 -1.68084 3.83613
H -1.48530 -3.95597 4.70724
H 2.24461 -4.92990 2.76242
H 2.38508 -2.63515 1.89954
C 0.78698 -5.33063 -3.02270
N 0.44937 -4.77913 -1.71353
C 1.60122 -4.47400 -0.86958
C -0.80565 -4.18416 -1.50298
S -0.99808 -2.73647 -0.65423
N -1.88610 -4.89256 -2.05535
C -3.17805 -4.26115 -2.31041
C -1.93003 -6.35058 -1.98118
H 1.56083 -4.70492 -3.47912
H -0.06667 -5.35021 -3.70411
H 1.17542 -6.34404 -2.88671
H 2.29181 -5.32267 -0.88831
H 1.29305 -4.30580 0.16572
H 2.10503 -3.58241 -1.25530
H -3.05270 -3.21866 -2.61427
H -3.78727 -4.31160 -1.40278
H -3.68290 -4.79537 -3.12114
H -1.01218 -6.78018 -1.57379
H -2.11107 -6.74726 -2.98430
H -2.75388 -6.64452 -1.32251
H -2.87708 -0.65264 1.56425
*
```

Calculated values
**Energy above the lowest of the compared OMol25 structures with the same formula, charge and spin**: 0.00 kJ/mol
**M**: 1028.9 g mol⁻¹
**Gap between HOMO and LUMO**: 6.0 eV
**Strongest force on any atom**: 6.39 eV/Å
**LUMO energy**: -6.52 eV

Here are the Mulliken charges for atoms 1 to 99, given in e: -2.40, -1.00, 1.68, 1.46, 0.10, -0.77, -1.11, -1.01, -0.13, 1.18, -0.46, -1.19, -0.31, -1.26, -0.99, -0.41, 0.33, -0.21, -0.73, -0.43, -0.87, 0.18, 0.04, 0.02, -0.91, -0.51, -0.59, -0.15, 0.41, 1.01, 0.24, 0.52, 0.47, 0.59, 0.07, 0.26, 0.84, 0.59, 0.49, 0.63, 0.40, 0.41, 0.41, 0.41, 0.33, 0.42, 0.46, 0.47, 0.50, 0.50, -0.23, 0.73, -0.23, -0.27, 0.12, -1.05, -0.63, 0.10, 0.51, -0.67, 2.29, 0.79, 0.21, -0.68, 0.38, -1.30, -0.81, 0.57, -0.28, -0.25, -0.22, 0.39, -0.14, -0.98, 0.12, -0.85, -0.65, 0.73, -0.23, -0.24, -0.26, 0.44, 0.32, 0.21, 0.57, -0.12, -0.49, 0.52, 0.50, 0.47, 0.55, 0.48, 0.68, -1.15, 0.26, -0.85, -0.04, 0.33, 0.35


Formula: C21H28N4O5
Source: OMol25
Level of theory: ωB97M-V/def2-TZVPD

The geometry in ORCA input format:
```
! wB97M-V def2-TZVPD RIJCOSX def2/J DEFGRID3
* xyz 0 1
C -5.09622 2.06570 1.60394
O -4.76948 0.89521 2.31334
C -3.44943 0.48358 2.17055
C -2.99195 -0.56722 2.97656
C -1.69273 -0.99599 2.92026
C -0.77166 -0.38632 2.05956
C 0.63565 -0.76852 2.06526
C 1.70566 0.06677 2.10054
C 3.03910 -0.52851 2.06242
O 3.18465 -1.73698 2.03249
N 4.14812 0.32186 2.07122
C 5.45725 -0.26691 1.96767
C 4.05783 1.71021 2.19097
O 5.05609 2.40551 2.21287
N 2.78354 2.26573 2.31197
C 2.68506 3.67344 2.59911
C 1.60231 1.51776 2.28051
O 0.53983 2.09085 2.43112
C -1.24291 0.63202 1.22210
C -2.53910 1.06262 1.27709
H -6.11042 2.36675 1.87069
H -4.40558 2.86432 1.87779
H -5.05202 1.87011 0.53220
H -3.68822 -1.01424 3.66385
H -1.35360 -1.77734 3.57854
H 0.86497 -1.82303 2.05090
H 6.21648 0.51028 2.04731
H 5.59102 -0.99448 2.76589
H 5.54952 -0.77046 1.00740
H 1.63754 3.96508 2.65145
H 3.16076 3.87562 3.55597
H 3.18694 4.24467 1.82121
H -0.53729 1.11498 0.56718
H -2.84682 1.86970 0.63881
C -2.15184 -3.12529 -1.15495
N -1.96892 -2.02558 -2.08299
C -2.99316 -1.82727 -3.10886
C -0.82345 -1.24086 -1.96805
O -0.06962 -1.38070 -1.02579
C -0.47104 -0.20827 -3.01874
C -0.23398 -0.84128 -4.41182
C 1.28767 -0.77895 -4.66689
C 1.89826 -0.16399 -3.39923
N 0.79497 0.46681 -2.64907
H -1.30611 -3.16565 -0.47124
H -3.06594 -2.99224 -0.57819
H -2.20355 -4.06777 -1.69882
H -2.84543 -0.89630 -3.64881
H -2.97187 -2.65216 -3.81834
H -3.97792 -1.79704 -2.64554
H -1.25637 0.56005 -3.06180
H -0.59602 -1.87383 -4.42383
H -0.78662 -0.30829 -5.19456
H 1.70195 -1.77314 -4.87446
H 1.51555 -0.16102 -5.54412
H 2.37680 -0.93503 -2.78175
H 2.66008 0.58858 -3.63478
H 0.93164 0.35642 -1.63614
*
```

Calculated values
**Energy above the lowest of the compared OMol25 structures with the same formula, charge and spin**: 260.37 kJ/mol
**M**: 416.5 g mol⁻¹
**Gap between HOMO and LUMO**: 7.8 eV
**Strongest force on any atom**: 1.46 eV/Å
**LUMO energy**: -0.47 eV

Quick look at the Mulliken charges, all values in e: -0.74, -0.48, 0.73, -0.78, -0.53, 0.34, -0.73, 0.38, -0.03, -0.65, 0.00, -1.10, 0.69, -0.65, 0.04, -1.15, 1.05, -0.71, -0.54, -0.44, 0.25, 0.32, 0.29, 0.45, 0.49, 0.56, 0.38, 0.33, 0.31, 0.35, 0.34, 0.33, 0.48, 0.39, -1.06, 0.33, -1.08, 0.64, -0.71, -0.10, -0.63, -0.58, -0.53, -0.52, 0.25, 0.33, 0.34, 0.34, 0.32, 0.35, 0.37, 0.29, 0.32, 0.31, 0.25, 0.18, 0.41, 0.21


Formula: H8O4Tl
Source: OMol25
Level of theory: ωB97M-V/def2-TZVPD

The geometry in ORCA input format:
```
! wB97M-V def2-TZVPD RIJCOSX def2/J DEFGRID3
* xyz 3 1
Tl 0.86633 0.56316 0.83036
O -0.11347 -0.48152 -0.72467
H 0.06398 -0.10846 -1.58813
H -0.41024 -1.37351 -0.90501
O 1.55240 -1.39676 0.51357
H 1.25183 -2.21573 0.90751
H 2.42804 -1.59680 0.18271
O -0.09658 1.76426 -0.43163
H -1.02019 1.97179 -0.28978
H 0.15361 2.29008 -1.19133
O -1.20170 0.32365 0.99115
H -1.58961 -0.52601 1.20049
H -1.88439 0.78585 0.50477
*
```

Calculated values
**Energy above the lowest of the compared OMol25 structures with the same formula, charge and spin**: 229.88 kJ/mol
**M**: 276.4 g mol⁻¹
**Gap between HOMO and LUMO**: 7.7 eV
**Strongest force on any atom**: 4.51 eV/Å
**LUMO energy**: -18.71 eV

Quick look at the Mulliken charges, all values in e: 1.76, -0.41, 0.36, 0.37, -0.48, 0.41, 0.43, -0.47, 0.38, 0.43, -0.57, 0.40, 0.39


Formula: C4H29NO11
Source: OMol25
Level of theory: ωB97M-V/def2-TZVPD

The geometry in ORCA input format:
```
! wB97M-V def2-TZVPD RIJCOSX def2/J DEFGRID3
* xyz 0 1
C 1.93481 0.25323 -2.27203
N 1.78135 -0.25804 -1.11826
C 1.30355 0.40980 0.01988
C 0.22237 1.17280 0.01915
C -0.57673 1.41530 1.25664
H 2.07661 1.31430 -2.31726
H 2.29969 -0.25713 -3.16370
H 1.87291 0.09810 0.88122
H -0.23044 1.61041 -0.86216
H -0.08688 1.62038 2.21973
H -1.43684 0.77625 1.45806
H -1.12312 2.36291 1.19440
O -0.49933 0.10273 -4.25980
H -0.01772 0.78974 -3.77165
H -0.68481 0.72441 -4.98310
O 1.52504 3.59184 -3.50324
H 2.02926 4.12282 -2.89447
H 0.73665 3.14316 -3.19083
O -2.38928 0.58932 -1.22689
H -1.91774 -0.20356 -0.88672
H -3.27589 0.69824 -0.86388
O 0.04483 0.36448 4.43792
H 0.92929 -0.03330 4.36858
H -0.58475 -0.15581 3.94490
O 2.57503 1.85350 3.15963
H 2.97355 2.68814 2.90990
H 1.80025 1.73478 2.59958
O -0.46371 3.84955 -1.70090
H -1.32416 3.41679 -1.69804
H 0.10293 3.31873 -1.12109
O -0.60232 -3.05483 3.09248
H -1.00166 -2.96137 2.22192
H -0.04425 -3.83141 2.96031
O 1.70859 -3.12178 -0.81593
H 1.58553 -2.18370 -1.07198
H 2.63962 -3.08150 -0.55071
O -2.98607 -1.97489 2.18738
H -3.16749 -2.63986 2.85882
H -3.77956 -2.02916 1.63831
O -1.12529 -3.44532 -0.61129
H -1.58506 -4.29655 -0.58393
H -0.17959 -3.64873 -0.62007
O -1.01824 -1.00538 0.55651
H -1.64409 -1.35011 1.22570
H -0.67362 -1.83438 0.18395
*
```

Calculated values
**Energy above the lowest of the compared OMol25 structures with the same formula, charge and spin**: 452.30 kJ/mol
**M**: 267.3 g mol⁻¹
**Gap between HOMO and LUMO**: 8.8 eV
**Strongest force on any atom**: 2.92 eV/Å
**LUMO energy**: 0.00 eV

Quick look at the Mulliken charges, all values in e: -0.80, -0.35, -0.51, 0.17, -1.58, 0.55, 0.28, 0.38, 0.78, 0.48, 0.07, 0.33, -0.58, 0.25, 0.32, -0.65, 0.30, 0.35, -0.57, 0.37, 0.24, -0.65, 0.32, 0.31, -0.65, 0.28, 0.30, -0.67, 0.33, 0.48, -0.59, 0.28, 0.30, -0.73, 0.49, 0.30, -0.62, 0.29, 0.26, -0.61, 0.28, 0.33, -0.06, 0.07, 0.15


Formula: C3H11NS
Source: OMol25
Level of theory: ωB97M-V/def2-TZVPD

The geometry in ORCA input format:
```
! wB97M-V def2-TZVPD RIJCOSX def2/J DEFGRID3
* xyz 0 1
C -1.38564 1.89697 0.43309
C -2.28368 2.17868 -0.75849
N -3.66571 2.44788 -0.29719
H -0.43563 1.44051 0.14677
H -1.82859 1.13617 1.07519
H -1.05307 2.68417 1.12096
H -2.32598 1.52023 -1.63084
H -1.82600 3.13669 -1.08659
H -3.66125 3.11154 0.47159
H -4.08828 3.00142 -1.04548
C 2.70512 -1.15422 -0.32815
S 2.26010 -2.76543 0.53608
H 3.07744 -1.43544 -1.30643
H 3.51471 -0.77850 0.31805
H 1.87755 -0.45640 -0.34698
H 2.36939 -3.51821 -0.57196
*
```

Calculated values
**Energy above the lowest of the compared OMol25 structures with the same formula, charge and spin**: 87.71 kJ/mol
**M**: 93.2 g mol⁻¹
**Gap between HOMO and LUMO**: 9.9 eV
**Strongest force on any atom**: 2.93 eV/Å
**LUMO energy**: 0.85 eV

Quick look at the Mulliken charges, all values in e: -1.06, -0.16, -0.66, 0.18, 0.35, 0.33, 0.36, 0.20, 0.23, 0.22, -0.48, -0.19, 0.28, 0.22, 0.06, 0.11